Molecular formula: C5H10O
Method: DFT, ωB97M-V/def2-TZVPD

Structure (XYZ):
```
16
Properties=species:S:1:pos:R:3:forces:R:3
O 2.4566 0.4854 0.6824 -0.198 0.264 0.241
C 1.8849 -0.6880 0.1424 -0.060 -0.360 -0.195
C 0.5911 -0.4411 -0.6306 -0.021 0.002 -0.085
C -0.5025 0.1644 0.2423 0.099 -0.009 0.105
C -1.9454 -0.2350 0.1077 -0.147 -0.184 0.000
C -1.5110 1.1452 -0.2903 -0.010 0.189 -0.030
H 1.8150 0.8667 1.2962 0.216 0.019 -0.122
H 1.7111 -1.4385 0.9289 0.000 0.114 -0.040
H 2.6459 -1.0926 -0.5284 -0.096 -0.034 0.020
H 0.2594 -1.4036 -1.0426 0.038 0.125 0.055
H 0.8144 0.2096 -1.4844 -0.036 -0.016 0.132
H -0.2019 0.3570 1.2728 -0.047 -0.038 -0.125
H -2.2032 -0.9221 -0.6940 0.083 0.072 0.117
H -2.5335 -0.3656 1.0120 0.089 0.070 -0.160
H -1.4844 1.3749 -1.3532 0.059 -0.074 0.181
H -1.7966 1.9834 0.3388 0.032 -0.141 -0.095
```
Positions in Å, forces in eV/Å.

Calculated values
**Kohn-Sham gap**: 11.28 eV
**SMILES string**: OCCC1CC1
**LUMO level**: 1.1 eV


Molecular formula: C4H4DyO
Method: DFT, ωB97M-V/def2-TZVPD

Structure (XYZ):
```
10
Properties=species:S:1:pos:R:3:forces:R:3
C -0.5608 0.4550 -0.2580 2.330 -0.446 1.207
C -0.5929 0.4910 -1.6227 -0.398 -0.499 0.134
O -0.1124 -0.4694 -2.4067 0.410 0.129 0.437
Dy 0.5581 -2.0723 -1.2095 -0.017 -0.137 -0.183
H -1.0691 1.2829 0.2570 0.187 -0.744 0.143
H -1.1274 1.3024 -2.1436 0.117 -0.368 0.320
C 0.8469 -0.1359 1.8963 -1.157 -2.870 -0.411
C 0.4659 -0.4651 0.6676 -2.748 3.795 -2.091
H 0.5833 0.7623 2.4710 0.613 -0.278 -0.372
H 1.0084 -1.1509 2.3486 0.664 1.418 0.816
```
Positions in Å, forces in eV/Å.

Calculated values
**Kohn-Sham gap (spin up / spin down)**: 7.15 / 6.43 eV
**Total charge**: +1
**2S+1**: 6
**LUMO level (spin up / spin down)**: -5.4 / -6.0 eV


Molecular formula: C13H27BBr8ClO2
Method: DFT, ωB97M-V/def2-TZVPD

Structure (XYZ):
```
52
Properties=species:S:1:pos:R:3:forces:R:3
O -0.3348 -3.7873 0.7749 -0.919 -0.070 -0.829
C -1.0262 -3.5617 -0.1861 1.188 -0.044 0.944
Cl -2.6836 -4.3610 -0.2668 -0.113 -0.155 0.165
C -0.7735 -2.6840 -1.2967 -0.215 -0.173 -0.358
B -1.4382 -1.1893 -0.8923 0.290 0.625 0.123
C -0.8267 -0.0016 -1.8858 -0.404 -1.181 0.811
C 0.4271 0.5879 -1.2729 -0.515 0.513 -0.812
C 1.0927 1.6859 -2.0896 0.812 -0.941 0.344
O 1.3481 1.2729 -3.4357 -0.246 0.635 -0.238
H -1.2196 -3.0677 -2.2043 -0.256 0.008 -0.226
H 0.2983 -2.6178 -1.4294 0.385 0.183 0.116
H -2.6487 -1.2538 -0.9203 -0.027 -0.184 -0.137
H -1.0534 -0.9566 0.2533 -0.188 -0.020 0.070
H -1.5922 0.7588 -1.9966 -0.120 0.342 -0.233
H -0.6296 -0.4598 -2.8510 0.073 0.222 -0.446
H 0.1286 1.0144 -0.3261 0.151 0.078 0.564
H 1.1390 -0.2107 -1.0809 0.309 -0.169 0.174
H 2.0628 1.8861 -1.6400 0.192 0.404 0.234
H 0.5385 2.6086 -2.0857 -0.433 0.274 -0.330
H 1.8141 0.4447 -3.3482 0.134 -0.418 -0.135
Br 2.8727 2.0161 1.2559 0.030 -0.129 0.056
C 4.7897 2.3178 1.2410 -0.280 0.034 0.214
C 5.1244 3.5149 0.3952 0.219 -0.056 -0.185
Br 4.9554 3.0772 -1.4940 0.023 0.129 0.022
H 5.2529 1.4079 0.8751 0.041 -0.002 -0.039
H 5.0777 2.4782 2.2777 0.031 0.069 -0.009
H 6.1568 3.8264 0.5401 0.016 -0.049 0.018
H 4.4595 4.3513 0.5867 -0.056 0.001 0.009
Br -2.2852 -3.6618 4.3021 -0.022 0.019 0.086
C -0.8834 -4.8126 3.6048 -0.233 -0.017 -0.127
C -1.0183 -6.2256 4.0980 0.142 0.024 0.024
Br -0.4477 -6.4198 5.9546 -0.050 -0.039 0.044
H 0.0608 -4.3576 3.8816 0.045 -0.016 0.002
H -0.9955 -4.7717 2.5226 0.055 -0.003 0.062
H -0.3704 -6.8877 3.5291 0.027 0.027 -0.018
H -2.0394 -6.5865 4.0494 -0.042 0.016 0.001
Br -6.7480 -1.4742 3.5457 -0.042 0.034 -0.030
C -6.6189 -2.1736 1.7300 0.040 -0.117 0.118
C -5.2414 -2.0032 1.1505 0.094 0.149 -0.181
Br -4.8917 -0.1738 0.6151 -0.198 0.132 0.167
H -7.3805 -1.6655 1.1489 0.003 0.042 -0.027
H -6.8676 -3.2292 1.8140 0.038 -0.016 0.004
H -5.1379 -2.5911 0.2416 0.021 -0.043 0.008
H -4.4543 -2.2816 1.8432 0.019 -0.060 0.018
Br 2.3897 4.5141 -4.0030 -0.147 -0.015 -0.027
C 2.5612 6.3621 -3.4352 0.144 -0.242 -0.156
C 3.1040 6.4537 -2.0339 -0.090 0.192 0.124
Br 1.7702 5.9846 -0.6987 0.075 -0.080 -0.008
H 1.5829 6.8183 -3.5410 -0.020 0.049 0.069
H 3.2549 6.8246 -4.1339 0.025 0.051 0.031
H 3.4003 7.4752 -1.8048 -0.016 0.021 -0.021
H 3.9445 5.7853 -1.8785 0.012 -0.035 -0.050
```
Positions in Å, forces in eV/Å.

Calculated values
**Kohn-Sham gap**: 7.39 eV
**Total charge**: -1
**LUMO level**: 1.9 eV


Molecular formula: C44H110N6O11
Method: DFT, ωB97M-V/def2-TZVPD

Structure (XYZ):
```
171
Properties=species:S:1:pos:R:3:forces:R:3
C -3.3950 1.5005 4.4176 -0.104 -0.199 -1.452
O -3.3536 2.1123 3.0846 -0.675 -0.038 1.640
H -3.5229 0.4186 4.3817 0.207 -0.265 -0.459
H -2.4637 1.6799 4.9547 -0.189 0.390 0.302
H -4.3109 1.8006 4.9267 0.384 0.694 0.063
H -2.7587 1.5909 2.5407 0.361 -0.574 0.034
C -3.0010 5.2677 4.8337 0.401 -1.076 2.544
O -3.9196 6.0061 4.1282 -0.250 0.628 -1.225
H -2.4096 5.8852 5.5097 0.173 0.538 -0.513
H -3.5403 4.6703 5.5687 -0.111 -0.516 0.157
H -2.3335 4.5579 4.3452 -0.051 0.262 -0.821
H -4.5331 5.3793 3.7378 -0.128 0.097 -0.165
C -0.3670 -0.2832 -5.0726 -1.308 -1.134 -0.675
O 0.3445 -0.7372 -6.2233 0.435 0.975 0.068
H 0.1621 0.1430 -4.2202 0.692 -0.089 -0.278
H -1.0998 0.4439 -5.4224 0.267 0.320 -0.093
H -1.0044 -1.0981 -4.7295 0.256 0.019 0.366
H 0.6609 -1.6425 -6.1806 -0.194 0.004 0.554
C 3.1709 -2.0955 -0.7873 1.351 0.544 0.275
O 2.0515 -2.8932 -0.7452 -0.208 -0.669 -0.020
H 3.6327 -1.9337 0.1866 -0.126 0.054 0.641
H 3.9999 -2.5428 -1.3356 -0.395 -0.127 -0.559
H 2.9332 -1.1009 -1.1647 0.111 0.240 -0.441
H 1.4079 -2.3379 -0.2992 -0.689 0.015 0.107
C 1.9696 -2.4878 3.2555 -0.146 -0.774 1.343
O 0.6782 -1.9831 3.4350 -1.222 1.054 -0.524
H 2.5854 -1.7121 2.8003 -0.044 -0.342 -0.399
H 2.3722 -2.6969 4.2466 0.536 0.021 0.071
H 1.9045 -3.4574 2.7619 0.523 0.229 -0.639
H 0.1988 -2.3983 4.1557 0.303 -0.210 0.003
C 1.0447 0.4956 5.5522 -0.017 2.180 0.149
C 1.0974 0.1481 7.0348 -0.844 -1.071 -1.367
C -0.1093 0.7344 7.8311 -0.167 -0.667 -1.931
O -0.2562 2.1233 7.6846 1.461 1.137 1.092
C 0.7180 2.8791 8.4480 -0.558 0.127 -0.166
N 1.0141 -1.3148 6.9970 0.373 -1.086 1.839
H 1.1409 1.5769 5.4544 -0.049 0.339 -0.334
H 0.0752 0.2349 5.1279 -0.034 -0.146 0.045
H 1.8275 0.0496 4.9385 0.069 -0.272 0.296
H 2.0238 0.4919 7.4948 0.155 -0.357 0.009
H -0.1617 0.3071 8.8325 0.236 0.435 0.327
H -1.0005 0.4179 7.2893 -0.161 -0.641 0.135
H 0.6768 2.5800 9.4954 0.172 -0.124 0.041
H 0.5108 3.9484 8.4079 -0.671 -0.128 -0.143
H 1.7388 2.8455 8.0673 0.126 -0.692 -0.139
H 0.1892 -1.7439 6.6024 -0.302 0.637 0.076
H 1.8016 -1.7995 6.5908 0.210 0.403 0.119
C 0.1124 2.2966 2.3089 0.337 -0.877 -0.447
C -0.3815 1.1975 1.3336 1.073 1.325 -1.132
C 0.6717 0.2583 0.7324 1.494 0.104 0.624
O 0.2422 -0.8949 0.0374 0.058 0.332 0.833
C -0.5211 -0.5888 -1.0771 -0.481 -1.097 -1.178
N -1.2578 0.3568 2.0254 -1.984 -1.260 0.891
H 0.7750 1.8003 3.0179 0.232 0.365 0.245
H -0.7250 2.7226 2.8614 -0.155 -0.229 -0.095
H 0.5845 3.1302 1.7889 0.333 -0.131 -0.009
H -0.8426 1.7810 0.5367 -0.623 -0.387 -0.246
H 1.1721 -0.2184 1.5753 0.467 0.402 0.284
H 1.3989 0.7607 0.0945 0.247 0.386 -0.123
H 0.0142 0.0296 -1.7976 -0.103 0.776 0.215
H -1.4991 -0.2342 -0.7519 -0.080 0.411 -0.518
H -0.6353 -1.5212 -1.6300 -0.414 -0.200 0.092
H -1.5064 -0.4179 1.4269 -0.575 -0.077 -0.395
H -0.6997 -0.1658 2.6853 0.175 0.081 0.827
C -3.6066 -8.4601 -0.2484 -0.879 0.669 0.367
C -2.5920 -7.4326 -0.7057 -1.290 0.287 1.270
C -2.3643 -6.2460 0.3288 -0.458 -0.690 -3.267
O -1.2612 -5.4826 -0.2705 -1.074 0.354 1.279
C -1.0758 -4.2562 0.4235 0.899 0.363 0.443
N -1.3474 -8.0845 -0.8572 1.602 -0.385 -0.682
H -3.2811 -8.8184 0.7282 -0.204 -0.587 -0.166
H -3.7665 -9.2211 -1.0122 0.690 -0.342 0.269
H -4.6150 -8.0547 -0.1654 -0.104 0.415 0.377
H -2.9138 -7.1524 -1.7087 -0.271 1.110 0.214
H -2.1056 -6.6538 1.3060 0.009 0.209 0.096
H -3.2910 -5.6744 0.2785 0.130 0.408 0.690
H -0.1826 -3.7430 0.0671 -0.185 -0.169 -0.706
H -0.8051 -4.3730 1.4728 -0.406 -0.546 0.368
H -1.9255 -3.5758 0.3670 -0.163 -0.154 -0.154
H -0.7048 -7.5343 -0.3054 0.708 -0.375 -0.177
H -1.1238 -7.8557 -1.8152 0.987 -0.490 -0.098
C -3.4114 -1.4608 -3.5504 0.701 -0.654 1.302
C -3.7785 -2.9216 -3.0319 0.104 2.015 1.183
C -5.0688 -3.2461 -3.7584 -0.566 -1.165 1.529
C -4.9185 -3.7074 -5.2018 -0.499 1.448 0.142
C -3.9006 -4.8196 -5.3031 -0.305 0.512 0.707
C -2.5528 -4.4695 -4.6174 -0.333 0.157 -1.059
N -2.7893 -3.9275 -3.2711 -0.413 -1.844 -0.761
O -1.5721 -3.7780 -2.5881 0.068 1.034 -0.288
C -1.8189 -5.8094 -4.5289 0.752 -0.236 0.402
C -1.8348 -3.4662 -5.5609 0.774 -0.476 -0.452
C -4.0703 -2.9341 -1.4496 0.344 0.555 -1.377
H -3.9053 -0.6683 -2.9881 -0.805 -0.169 -0.215
H -3.5857 -1.3899 -4.6240 0.064 0.298 0.231
H -2.3801 -1.2182 -3.2939 0.314 -0.347 -0.394
H -5.5799 -4.0106 -3.1732 0.161 -0.782 -0.079
H -5.7173 -2.4214 -3.4627 -0.161 0.487 -1.155
H -4.6521 -2.8191 -5.7745 0.202 -0.104 -0.406
H -5.8951 -4.0083 -5.5812 0.025 -0.149 -0.050
H -3.6944 -5.0850 -6.3400 -0.033 -0.047 0.040
H -4.3797 -5.6616 -4.8036 0.343 -0.379 0.049
H -1.9899 -6.4788 -5.3719 -0.183 0.361 -0.300
H -0.7365 -5.7163 -4.4396 0.057 0.227 0.080
H -2.1491 -6.3789 -3.6601 -0.171 0.171 0.161
H -2.4533 -2.6199 -5.8599 0.148 -0.001 0.280
H -0.8443 -3.1468 -5.2371 -0.255 0.336 0.919
H -1.4954 -3.9152 -6.4943 -0.628 -0.597 -0.281
H -3.2788 -2.4694 -0.8616 0.400 -0.229 -0.239
H -4.2048 -3.9741 -1.1523 -0.065 0.067 0.089
H -4.9343 -2.3293 -1.1740 -0.367 -0.198 -0.360
H -1.6176 -4.4527 -1.9066 0.173 -0.423 0.309
C -2.2254 2.2376 -2.7318 0.541 -0.833 0.455
C -2.1939 3.7445 -2.6278 -1.277 1.189 -0.821
C -1.4559 4.1530 -1.3677 0.321 0.170 -0.307
C 0.0073 3.9704 -1.5631 0.745 0.828 0.421
C 0.5029 4.8661 -2.7269 0.499 -1.321 0.148
C -0.1388 4.4396 -4.0906 0.461 1.285 0.293
N -1.5939 4.3652 -3.8752 0.932 1.165 1.483
O -2.2164 4.0028 -5.0764 -0.393 -0.426 0.254
C 0.2068 5.6042 -5.0962 -0.582 -0.417 -0.516
C 0.4804 3.1324 -4.5910 0.277 -0.094 0.499
C -3.5950 4.3990 -2.4779 -0.447 -0.994 -0.608
H -2.5211 1.7640 -1.7957 -0.805 0.146 0.070
H -1.2012 1.8667 -2.7703 0.148 0.063 -0.555
H -2.7711 1.8130 -3.5744 -0.097 0.252 0.059
H -1.6044 5.2018 -1.1105 -0.324 0.103 -0.204
H -1.8307 3.5733 -0.5241 -0.161 -0.111 -0.033
H 0.2495 2.9152 -1.6894 0.185 -0.059 -0.371
H 0.4792 4.2485 -0.6207 0.437 0.189 0.064
H 1.5875 4.7588 -2.7420 0.274 -0.471 -0.618
H 0.4708 5.9417 -2.5533 -1.032 0.016 0.218
H -0.2123 6.5828 -4.8625 -0.284 -0.176 0.533
H 1.2676 5.7930 -5.2612 0.251 -0.438 0.469
H -0.1626 5.3781 -6.0965 -0.172 -0.241 -0.024
H -0.0741 2.5723 -5.3439 -0.076 0.567 -0.211
H 1.4864 3.3680 -4.9384 0.041 -0.272 -0.189
H 0.5643 2.4357 -3.7570 0.215 -0.039 0.092
H -4.1925 4.1058 -3.3411 -0.133 0.274 -0.161
H -3.5887 5.4840 -2.3741 0.418 -0.050 -0.243
H -4.1682 4.0279 -1.6283 0.302 -0.276 0.253
H -2.7145 4.8016 -5.2645 -0.222 -0.029 -0.365
C 7.6160 0.8000 0.1086 -1.433 -0.980 -0.679
C 6.7848 1.4016 1.2740 2.458 0.099 -1.244
C 7.5226 2.6695 1.6433 -0.218 -0.243 0.208
C 6.7301 3.4767 2.6311 0.425 0.990 -0.708
C 5.4897 3.9954 1.8916 -0.107 -0.578 0.341
C 4.5566 2.8119 1.3892 0.156 1.349 -0.205
N 5.4316 1.7847 0.7535 -0.861 -1.595 1.005
O 4.7517 0.7554 0.0883 1.558 1.229 1.315
C 3.7462 2.2730 2.5978 -0.267 -0.587 -0.292
C 3.5484 3.3095 0.3121 0.597 -0.442 -0.071
C 6.7118 0.4427 2.4078 -1.715 -1.214 1.844
H 7.3394 1.3415 -0.7960 0.225 -0.074 -0.209
H 7.3205 -0.2424 -0.0104 -0.129 -0.022 -0.307
H 8.7041 0.7541 0.1543 -0.131 0.624 0.769
H 8.5200 2.4241 2.0079 -0.140 -0.337 0.110
H 7.7003 3.1888 0.7015 -0.089 0.554 0.122
H 7.4208 4.2790 2.8908 -0.529 0.465 0.310
H 6.4816 2.9615 3.5589 0.039 -0.170 -0.138
H 5.7931 4.6186 1.0504 0.011 -0.087 -0.098
H 4.9405 4.6362 2.5815 -0.431 -0.123 -0.249
H 4.3137 1.7752 3.3841 0.115 0.241 -0.164
H 3.2150 3.1301 3.0117 0.200 0.072 0.040
H 2.9602 1.5958 2.2637 0.159 -0.179 -0.115
H 4.0907 3.7474 -0.5258 -0.005 0.602 0.200
H 2.9684 2.5215 -0.1683 -0.172 -0.267 0.514
H 2.8411 3.9913 0.7844 0.223 0.164 -0.209
H 6.1197 0.7906 3.2542 -0.394 0.380 -0.231
H 7.6017 0.1845 2.9819 0.729 0.188 -1.042
H 6.2123 -0.4792 2.1099 0.195 -0.155 -0.127
H 4.6045 1.1140 -0.7900 -0.503 0.079 -0.727
```
Positions in Å, forces in eV/Å.

Calculated values
**Kohn-Sham gap (spin up / spin down)**: 6.83 / 2.70 eV
**Total charge**: +1
**2S+1**: 2
**LUMO level (spin up / spin down)**: -2.8 / -6.9 eV